Entry 1:
ORCA calculation (wB97M-V/def2-TZVPD) on a 5-piece molecular cluster, C25H43N7O8 overall.

```
! wB97M-V def2-TZVPD RIJCOSX def2/J DEFGRID3
* xyz 0 1
C -4.0174 -4.1186 -1.3835
C -4.2305 -5.2487 -2.3766
C -2.9322 -5.9273 -2.7997
N -2.3611 -5.3311 -4.0353
N -1.0257 -4.8682 -3.8543
C 0.0221 -5.8021 -3.7578
O 0.3151 -6.6433 -4.5442
C 0.7233 -5.4745 -2.4691
C 1.6834 -6.1901 -1.7744
C 2.1266 -5.6704 -0.5574
N 3.1141 -6.3333 0.1927
C 1.6130 -4.4611 -0.0631
C 0.6574 -3.7358 -0.7735
C 0.0929 -2.4431 -0.2553
C 0.5095 -1.2028 -1.0044
O 0.2369 -0.1220 -0.5662
O 1.1764 -1.3625 -2.1547
C 0.2275 -4.2829 -1.9840
C -0.7942 -3.7981 -2.9556
O -1.3123 -2.7239 -3.0430
H -3.4672 -4.4438 -0.5032
H -3.4903 -3.2708 -1.8190
H -4.9789 -3.7354 -1.0524
H -4.8574 -6.0068 -1.9141
H -4.7642 -4.8681 -3.2470
H -3.1101 -6.9800 -3.0023
H -2.2363 -5.8852 -1.9614
H -2.8984 -4.4967 -4.2412
H 2.0495 -7.1291 -2.1642
H 2.9622 -6.2240 1.1850
H 3.1515 -7.3197 -0.0244
H 1.9655 -4.0883 0.8870
H -0.9896 -2.4917 -0.3301
H 0.3785 -2.2728 0.7754
H 0.9311 -0.6078 -2.7070
C 3.1870 4.1989 -2.2296
O 3.4590 4.8534 -3.2223
N 1.9869 3.6631 -1.9650
C 1.7322 2.8909 -0.7546
C 0.9141 3.8657 -2.9206
H 3.9326 3.9893 -1.4423
H 1.4139 1.8847 -1.0184
H 0.9444 3.3733 -0.1724
H 2.6290 2.8289 -0.1479
H 1.1921 3.4556 -3.8928
H 0.7193 4.9315 -3.0490
H 0.0146 3.3722 -2.5612
C 4.7260 2.1636 1.3922
O 3.5461 1.9009 1.5427
N 5.3970 3.1010 2.0811
C 6.8042 3.3590 1.8559
C 4.6791 3.8831 3.0817
H 5.3546 1.6389 0.6511
H 7.3701 3.1889 2.7744
H 6.9514 4.3931 1.5378
H 7.1859 2.6970 1.0813
H 4.2703 3.2204 3.8454
H 3.8544 4.4150 2.6207
H 5.3627 4.5933 3.5427
C 2.2764 6.6659 3.7182
O 2.0723 5.6748 3.0432
N 1.8573 7.9039 3.4012
C 2.1290 9.0518 4.2429
C 1.1064 8.0859 2.1689
H 2.8372 6.6273 4.6686
H 1.1933 9.5076 4.5724
H 2.7081 9.7950 3.6915
H 2.6964 8.7445 5.1187
H 0.1993 7.4818 2.1910
H 1.7046 7.7677 1.3150
H 0.8425 9.1342 2.0568
C -6.5797 -3.2337 1.8230
O -6.6739 -4.2245 1.1250
N -7.0808 -2.0248 1.5066
C -6.9356 -0.8760 2.3784
C -7.7891 -1.8759 0.2462
H -6.0600 -3.2460 2.7965
H -7.9174 -0.5001 2.6735
H -6.3924 -0.0797 1.8659
H -6.3843 -1.1561 3.2731
H -8.6471 -2.5479 0.2168
H -7.1318 -2.1290 -0.5860
H -8.1284 -0.8489 0.1399
*
```

## Properties
Electronic energy = -53433.2547 eV
Gap between HOMO and LUMO = 8.59 eV
SMILES = CCCNN1C(=O)c2cc(N)cc(CC(=O)O)c2C1=O.CN(C)C=O.CN(C)C=O.CN(C)C=O.CN(C)C=O
HOMO energy = -8.612 eV

These are the Mulliken partial charges, in e, on atoms 1 to 6: -0.636 -0.801 -0.343 -0.618 0.350 0.029

***

Entry 2:
ORCA calculation (wB97M-V/def2-TZVPD) on a 2-piece molecular cluster, C6H16N2 overall.

```
! wB97M-V def2-TZVPD RIJCOSX def2/J DEFGRID3
* xyz 0 1
C -3.0210 -0.7236 0.0576
C -2.0204 -0.8160 1.2055
N -1.1311 0.3424 1.1640
C -0.4845 0.5982 2.4495
H -3.7236 -1.5504 0.0841
H -2.4747 -0.7987 -0.8805
H -3.5683 0.2170 0.0997
H -1.4266 -1.7257 1.1037
H -2.5644 -0.8720 2.1603
H -1.7151 1.1450 0.9622
H 0.2379 1.4125 2.4106
H -1.2381 0.8097 3.2200
H 0.0851 -0.2797 2.7609
C 3.1100 -0.4157 -0.1635
C 1.9192 0.0530 -0.5528
N 1.3525 -0.1827 -1.8108
C 0.8601 1.0002 -2.5154
H 3.7303 -0.9428 -0.8773
H 3.4443 -0.2314 0.8449
H 1.3422 0.6345 0.1557
H 2.0450 -0.6739 -2.3742
H 0.5014 0.6626 -3.4842
H 0.0046 1.3928 -1.9610
H 1.5735 1.8242 -2.6038
*
```

## Properties
Electronic energy = -9460.4467 eV
Gap between HOMO and LUMO = 9.20 eV
SMILES = C=CNC.CCNC
HOMO energy = -8.100 eV

These are the natural (NBO) partial charges, in e, on atoms 1 to 6: -0.612 -0.214 -0.620 -0.418 0.212 0.215

***

Entry 3:
ORCA calculation (wB97M-V/def2-TZVPD) on a 2-piece molecular cluster, C2H5BrNO overall.

```
! wB97M-V def2-TZVPD RIJCOSX def2/J DEFGRID3
* xyz 1 1
C -1.5166 -0.9887 -0.0287
C 1.5734 0.3141 0.5933
N 1.3181 1.2019 -0.3810
O -2.6034 -1.6767 -0.1729
Br -1.9938 0.9295 -0.2395
H 0.9453 0.3161 1.4231
H 2.5196 -0.3794 0.6860
H 1.7259 1.2252 -1.3061
H -2.3955 -2.6237 0.0030
H 0.4270 1.6817 -0.5773
*
```

## Properties
Electronic energy = -75724.6943 eV
Gap between HOMO and LUMO = 7.68 eV
HOMO energy = -13.551 eV

These are the natural (NBO) partial charges, in e, on atoms 1 to 6: 0.206 0.184 -0.612 -0.628 -0.072 0.224